Density functional theory data (ωB97M-V/def2-TZVPD) for a structure of composition C4H3LiOTl at a distorted geometry.

```
10
Properties=species:S:1:pos:R:3
C 0.28298 -0.95489 0.12014
C 1.23846 0.14179 0.06142
H 0.71339 -1.96278 -0.00503
H 2.29718 -0.08204 0.22074
Tl -1.93357 1.13418 0.53118
C -1.14948 -0.72894 0.31975
C 0.80727 1.55782 0.13738
O -0.37905 2.05123 -0.27300
H -1.60738 -1.71717 0.47693
Li -0.26980 0.56081 -1.58952
```

The calculation puts the LUMO energy (spin up / spin down) at -6.40 / -5.23 eV. The highest occupied orbital energy (spin up / spin down) is -13.18 / -13.04 eV. For the gap between HOMO and LUMO (spin up / spin down), the calculation gives 6.8 / 7.8 eV. As for the total charge: +1.